The following is a quantum chemistry calculation of a molecular structure, C35H52AsNdO2P3, from the OMol25 dataset.

The geometry in XYZ format:
```
94
Properties=species:S:1:pos:R:3:forces:R:3:lowdin_spin:R:1
Nd -0.76996 1.47689 -1.85487 0.4 -5.1 3.3 3.042
P 3.30554 -1.89445 0.43912 0.0 -0.5 0.4 0.000
P 2.02527 2.32665 -1.30145 1.3 1.1 -0.2 -0.004
P -0.96051 -2.42955 -1.08247 0.2 0.6 0.1 0.001
H 0.53434 2.84492 -4.77240 -0.3 -0.3 1.3 0.000
C -0.34654 2.28040 -4.40200 -2.9 2.9 -2.4 -0.009
C -1.39372 2.88652 -3.67753 1.6 0.1 -3.5 0.009
H -1.32923 3.89393 -3.21302 0.2 -0.6 -0.2 0.001
C 4.91201 -2.70176 0.55612 0.0 0.1 -0.2 0.000
C 3.38963 -0.28795 1.24621 0.1 0.5 -0.2 0.000
C 2.09519 -2.90030 1.30258 0.0 -0.2 -0.1 0.000
C 1.73655 3.73249 -2.45950 0.0 0.1 -0.3 0.001
C 2.59161 3.30858 0.15105 -0.2 -0.1 0.5 -0.001
C 3.63747 1.69969 -1.96550 0.0 -0.4 0.0 -0.001
C -2.43506 -2.79744 -2.10023 -0.2 0.1 -0.1 0.000
C -1.36186 -3.43903 0.37885 0.1 -0.3 0.0 0.000
C 0.24228 -3.45932 -2.00914 -0.1 -0.2 0.1 0.000
H -0.55047 1.51135 -5.18263 -0.2 -0.3 1.4 0.000
H -2.42238 2.46837 -3.75610 0.6 -0.1 0.2 0.001
H 5.19834 -2.75437 1.61396 -0.2 0.0 -0.1 0.000
H 5.68395 -2.11800 0.03232 -0.2 -0.4 0.0 0.000
H 4.82347 -3.72891 0.17194 0.2 0.4 0.0 0.000
H 4.12165 -0.32652 2.06704 -0.3 -0.1 -0.2 0.000
H 2.40607 -0.00475 1.64602 0.2 -0.1 -0.1 0.000
H 3.73310 0.48280 0.54482 0.0 -0.2 0.2 0.000
H 2.62344 -3.58723 1.97586 -0.2 0.2 0.0 0.000
H 1.52988 -3.48650 0.57308 0.2 0.0 0.2 0.000
H 1.40406 -2.25788 1.86150 0.2 -0.2 -0.2 0.000
H 2.50711 4.50644 -2.35256 -0.2 -0.2 0.1 0.000
H 0.74839 4.20158 -2.28734 0.5 0.0 -0.2 0.000
H 1.81130 3.35782 -3.49021 -0.1 0.3 0.4 0.000
H 3.19883 4.17353 -0.17845 -0.2 -0.6 0.1 0.000
H 3.19321 2.66107 0.81429 -0.3 0.4 -0.2 0.000
H 1.73003 3.68806 0.72600 0.5 -0.1 -0.2 0.000
H 4.50664 2.27305 -1.59615 -0.5 0.0 -0.1 0.000
H 3.63449 1.74642 -3.06717 0.0 -0.1 0.4 0.000
H 3.78337 0.65098 -1.66257 0.0 0.3 -0.3 0.000
H -2.86765 -3.74676 -1.77259 -0.1 0.1 -0.1 0.000
H -2.17829 -2.88599 -3.15787 0.0 0.1 0.1 0.000
H -3.16636 -1.98948 -1.99770 -0.1 -0.2 0.0 0.000
H -1.83726 -4.37546 0.07586 0.1 -0.1 0.3 0.000
H -2.03793 -2.88151 1.03699 0.1 -0.2 -0.1 0.000
H -0.43691 -3.65037 0.91986 -0.3 -0.1 0.2 0.000
H -0.17320 -4.46056 -2.16001 0.2 0.0 -0.1 0.000
H 1.19840 -3.54164 -1.48409 0.0 -0.1 -0.1 0.000
H 0.41842 -2.98810 -2.98356 0.0 -0.1 0.2 0.000
C -0.53712 -0.82142 -4.32366 0.3 -0.4 -1.0 0.000
C 0.71406 -1.00879 -4.94556 -1.0 -0.8 0.5 -0.002
C 0.73837 -1.74149 -6.13046 0.0 -0.2 -0.5 0.000
C -0.44264 -2.11038 -6.79972 0.0 -0.4 0.4 -0.002
C -1.68362 -1.76131 -6.25674 0.3 0.5 -0.2 0.001
C -1.73620 -1.09015 -5.03095 0.7 0.5 0.4 -0.002
O -0.51978 -0.44666 -3.01919 -0.6 3.3 0.5 -0.025
H 2.86794 -1.82345 -0.91629 0.3 0.2 0.6 0.000
H 1.57895 -0.72146 -4.33904 0.0 -0.3 -0.5 0.000
H 1.67809 -2.10378 -6.54384 -0.1 0.4 0.0 0.000
H -0.40028 -2.73949 -7.70152 0.1 0.5 0.5 0.000
H -2.59563 -1.96944 -6.82271 0.3 0.0 0.3 0.000
H -2.65716 -0.68039 -4.61460 0.0 -0.6 0.0 0.000
O -1.18149 0.85137 0.32098 -0.1 0.9 0.9 -0.008
As -1.45940 0.92760 2.05568 -0.4 -0.3 0.1 0.000
C -1.72300 2.75840 2.61975 0.0 0.4 -0.1 0.000
C -2.70504 3.13398 3.55223 0.1 0.0 -0.1 0.000
C -2.81801 4.47829 3.94323 0.1 -0.1 -0.3 0.000
C -1.95343 5.44360 3.41690 0.0 -0.4 -0.1 0.000
C -0.96268 5.06108 2.50951 0.0 -0.2 -0.2 0.000
C -0.85471 3.72621 2.09758 -0.2 0.3 0.2 0.000
C -2.94948 -0.18505 2.59823 -0.3 -0.5 -0.4 0.000
C -3.69247 -0.84797 1.60630 -0.1 -0.1 0.2 0.000
C -4.68277 -1.77079 1.97872 0.1 0.2 0.1 0.000
C -4.94600 -2.01871 3.33455 0.2 0.2 -0.1 0.000
C -4.22021 -1.34347 4.32728 0.3 0.3 -0.3 0.000
C -3.21047 -0.43760 3.95945 0.0 0.0 -0.1 0.000
C -0.00275 0.22180 3.15817 0.2 0.0 0.1 0.000
C -0.02560 -1.11470 3.58265 0.0 -0.1 -0.1 0.000
C 0.99430 -1.62312 4.39743 -0.1 0.0 0.0 0.000
C 2.03658 -0.79737 4.81932 -0.1 0.1 -0.2 0.000
C 2.02066 0.55199 4.46285 0.1 0.1 -0.1 0.000
C 1.00256 1.06471 3.65119 0.2 0.0 -0.1 0.000
H -3.39627 2.39231 3.95417 0.2 0.2 -0.1 0.000
H -3.60700 4.78943 4.62800 0.2 -0.2 -0.1 0.000
H -2.06256 6.49454 3.69358 0.1 -0.4 0.0 0.000
H -0.29417 5.81912 2.09723 -0.2 -0.3 0.1 0.000
H -0.10004 3.43720 1.36336 -0.2 0.1 0.2 0.000
H -3.47595 -0.66557 0.54693 -0.1 -0.1 0.4 0.000
H -5.25171 -2.30411 1.20773 0.3 0.3 0.3 0.000
H -5.72070 -2.73923 3.61396 0.3 0.3 -0.1 0.000
H -4.42229 -1.51227 5.39232 0.1 0.0 -0.5 0.000
H -2.61092 0.05049 4.73626 -0.3 -0.2 -0.2 0.000
H -0.84899 -1.76430 3.28997 0.2 0.1 0.0 0.000
H 0.98593 -2.67157 4.70876 -0.1 0.4 -0.1 0.000
H 2.85489 -1.19710 5.42496 -0.4 0.2 -0.1 0.000
H 2.82241 1.20490 4.81382 -0.3 -0.1 -0.1 0.000
H 0.99912 2.12638 3.41487 0.0 -0.1 0.0 0.000
```
Forces are in eV/Å.

Kohn-Sham gap (spin up / spin down) = 5.00 / 5.05 eV
total charge = +3
expectation value of S² = 3.756
E = -145190.057 eV
energy above the lowest of the compared OMol25 structures with the same formula, charge and spin = 1.05 kcal/mol
spin multiplicity = 4